Record 1
This record from OMol25 describes 2 unconnected molecules or ions with the total composition C5H8O. The level of theory is ωB97M-V with the def2-TZVPD basis set.

The geometry in XYZ format:
```
14
Properties=species:S:1:pos:R:3
H 1.42132 2.09690 -0.61630
H 1.15598 -0.59549 1.38324
O -2.54888 -1.07166 1.54808
C 1.42080 0.29155 -1.93769
H 1.27633 -0.76753 -1.69972
C 0.87377 1.18792 -0.85648
C -1.98379 0.16111 1.51875
H -2.24915 0.74479 2.39390
H 0.92273 0.49047 -2.89364
H -2.20770 -1.57747 0.79658
H 2.49079 0.46834 -2.07845
C -1.21198 0.63493 0.56008
C -0.23195 0.94704 -0.18775
H 0.59386 -0.73423 1.85094
```

Values from the calculation:
energy above the lowest of the compared OMol25 structures with the same formula, charge and spin = 3.9088 eV
strongest force on any atom = 0.007 hartree/bohr
E_HOMO = -8.183 eV
LUMO energy = 0.8 eV
SMILES string = CC=C=C=CO.[H][H]

***

Record 2
This record from OMol25 describes 5 unconnected molecules or ions with the total composition C7H21NO4 in a non-equilibrium geometry. The level of theory is ωB97M-V with the def2-TZVPD basis set.

The geometry in XYZ format:
```
33
Properties=species:S:1:pos:R:3
H 1.66187 -1.53896 2.44809
H -2.79483 -0.39945 -0.13647
C -2.09889 -1.48081 -3.09553
H -0.39183 3.74760 0.47739
H -2.21246 1.81480 0.46633
O 1.57406 -3.20615 -0.45805
C -2.11135 -0.21993 -0.95299
H 2.13807 -3.94237 -0.20610
C -1.56432 2.11813 -0.33770
C -1.37478 0.87584 -1.19161
C -1.83685 -1.40466 -1.78945
H 0.40700 3.03591 -0.86750
H -1.44030 -2.18065 -1.14434
H 1.45938 -2.36002 -3.00504
H -2.02858 2.89141 -0.98673
H -2.35489 -0.64788 -3.71847
H 1.83444 0.88954 2.91834
H 0.34090 -1.21362 2.09648
H 2.05388 -0.07184 4.07000
N 0.22735 1.97153 2.36441
C -0.18329 2.77213 0.03912
O 0.90310 -2.00235 2.04036
H 2.43412 -2.26516 -1.87547
H 0.19822 2.92446 2.71291
H 1.65567 1.99332 0.92188
H -0.79329 1.00156 -2.09057
H -2.15097 -2.50917 -3.46527
H -0.74430 1.68754 2.44592
C 0.57400 1.81572 0.92128
H 0.49164 0.76335 0.65234
O 2.38544 -2.18343 -2.84667
O 2.37841 0.12549 3.18950
H 1.36337 -2.80187 0.40361
```

Values from the calculation:
energy above the lowest of the compared OMol25 structures with the same formula, charge and spin = 0.6191 eV
strongest force on any atom = 0.052 hartree/bohr
E_HOMO = -9.048 eV
LUMO energy = 0.5 eV
SMILES string = C=C/C=C/CCCN.O.O.O.O

***

Record 3
This record from OMol25 describes a molecular structure, C22H42FeO22 in a non-equilibrium geometry. The level of theory is ωB97M-V with the def2-TZVPD basis set.

The geometry in XYZ format:
```
87
Properties=species:S:1:pos:R:3
O 13.17098 -4.75682 21.68850
H 17.05126 -2.59076 14.19844
C 15.31927 -1.41076 18.55982
O 13.79859 -5.87532 19.96082
C 12.46095 -3.33686 15.69667
H 12.82642 -2.87363 19.44775
C 12.13326 3.29767 19.66575
C 11.39017 -2.04302 14.00704
H 11.09715 -1.12760 11.58221
C 11.52211 1.16360 22.76744
H 11.34711 3.69950 19.02856
O 8.79123 1.00827 22.35287
C 10.59968 -0.57446 12.37780
O 10.66866 0.19403 23.35381
O 11.32369 -0.78210 13.59609
H 12.13717 0.68091 22.00827
O 10.85824 -0.33428 20.02572
H 12.11939 1.58941 23.56813
C 12.22750 -2.30764 20.15644
H 10.56124 0.49357 12.20528
O 17.69934 -1.98909 16.08471
O 11.06968 -1.44567 18.20956
O 10.80826 -2.98323 13.52780
O 8.01625 -4.48199 24.21359
H 7.43016 -2.37761 23.07240
C 9.39712 0.14837 22.94055
H 15.44739 -1.85220 19.54416
C 12.68786 -4.59759 23.01668
H 10.22062 -6.32388 21.83462
H 11.69806 -3.02202 20.78414
H 12.56930 4.08289 20.27338
C 14.08342 -7.10200 19.30098
O 13.57273 -6.97334 21.92082
H 9.10168 -5.88019 20.49453
H 10.96425 1.94836 22.25499
C 7.94371 -4.70697 25.62720
H 11.50309 -3.50074 16.20288
H 6.90406 -0.84725 23.79983
H 7.59824 0.98961 14.63631
H 17.80820 -0.95941 14.30074
H 13.30903 -7.84036 19.51827
H 15.19522 -0.33021 18.60696
C 12.85724 1.87053 17.94551
Fe 10.00197 0.31661 18.26835
O 16.54112 -1.72087 17.87697
C 7.69805 -0.01513 15.04436
H 7.24053 -0.89597 22.07002
H 14.52832 0.80203 15.39475
O 8.90954 -1.02729 23.33036
O 11.77797 1.27149 17.94143
C 9.68021 -5.51716 21.33742
O 9.51044 -6.14830 23.97045
H 13.43670 -4.10382 23.63851
H 9.58767 -0.97762 12.44167
H 13.18061 -3.21326 16.49660
H 18.81291 -2.38187 14.42313
C 7.53960 -1.29798 23.03576
O 8.84422 -4.82881 22.25620
O 15.47469 -1.65813 15.88084
H 8.78396 -4.20711 26.10933
C 17.82820 -1.98938 14.65972
H 10.46496 -4.83682 20.99638
H 12.87806 -1.74515 20.82610
H 12.64664 -4.13385 14.98306
C 8.83905 -5.24971 23.52598
C 16.47484 -1.78398 16.54983
O 13.81796 1.70210 17.10006
H 7.01189 -4.25895 25.95126
H 8.19125 -0.62859 14.28614
H 13.09874 -0.01654 16.05479
H 7.99798 -5.77092 25.84174
H 12.48572 -5.55704 23.48965
O 13.17948 2.76135 18.85118
H 15.05318 -7.50974 19.57475
H 11.73100 2.54756 20.34749
H 12.84625 1.55138 15.32452
C 13.56971 0.94782 15.86951
H 14.03284 -6.91188 18.23163
O 9.54498 0.89320 16.35908
H 14.48414 -1.87613 18.03908
O 8.54006 -0.79204 17.17148
H 6.73257 -0.43909 15.29453
C 13.51249 -5.97159 21.26273
C 8.60852 0.03754 16.21187
C 11.32034 -1.37946 19.45093
H 11.80275 -3.96501 22.99255
O 12.28168 -2.10624 14.99098
```

Values from the calculation:
net charge = +1
energy above the lowest of the compared OMol25 structures with the same formula, charge and spin = 0.0000 eV
strongest force on any atom = 0.050 hartree/bohr
spin multiplicity = 6
E_HOMO (alpha / beta) = -12.848 / -12.848 eV
<S²> = 8.759
LUMO energy (alpha / beta) = -3.4 / -6.0 eV

***

Record 4
This record from OMol25 describes 11 unconnected molecules or ions with the total composition C26H63NO10S6 in a non-equilibrium geometry. The level of theory is ωB97M-V with the def2-TZVPD basis set.

The geometry in XYZ format:
```
106
Properties=species:S:1:pos:R:3
H 6.54714 0.96218 -2.89358
C -0.41434 0.53276 -5.16798
C 0.04628 3.39736 3.09558
S -1.32827 -0.15682 4.71407
C -1.13699 -1.44577 5.99546
H -2.12064 -4.91280 2.98164
H 0.04574 -6.19075 2.34327
C 3.82595 0.50911 -1.69016
H -0.77287 3.13680 -0.23289
H 3.61397 -1.31733 5.18240
C -3.92410 -2.34107 -0.36642
H -1.67625 -2.31549 5.62011
C 5.24138 0.69508 -1.15678
H -3.10825 -1.14287 -3.59689
C -4.66153 2.05647 2.42485
H -1.12599 2.48694 -6.98427
H -4.54095 2.65591 -0.57948
H -0.75847 -0.01087 -6.04783
C -4.09429 -1.62793 -1.71276
O -0.71244 -3.42187 -0.01289
C -2.97762 -1.77263 -2.71686
H -0.49001 -0.48401 0.43873
S 2.12502 -5.35524 -3.69906
C -2.21653 -4.37776 2.03685
H -2.71911 -3.42654 2.21203
C 0.61853 -4.49850 -4.41470
H 2.77776 -4.78513 -1.48239
S -0.57020 -3.96528 1.41399
C -1.56992 2.74421 -6.02258
O 3.40650 -4.72878 -4.27328
H -2.72572 -4.91946 1.23974
S 3.04964 1.00119 4.57646
H 3.86252 0.34024 -2.76638
C -1.37927 1.67907 -4.91852
C 0.20699 0.14785 -0.11176
H -3.55908 -1.62871 0.37346
C 0.62163 -0.56514 -1.31309
H 7.11188 1.79327 -1.41963
O -2.42275 0.85706 1.85333
S 1.56821 3.69247 2.11837
H -0.52376 -6.40461 0.58820
H 0.89330 -3.44377 -4.40303
H -1.49683 -1.16431 6.98510
H -0.16297 2.32784 3.11648
H -2.04923 -1.56414 -2.18515
H -0.29070 -4.78129 -3.88417
C -0.04075 -5.77814 1.33809
O -0.28810 0.85579 5.17607
H 3.69295 1.24858 2.29204
H -1.62207 4.73659 -0.33471
H -2.64168 2.91664 -6.12110
H 5.72436 2.42301 -2.31292
H 0.43696 -4.75749 -5.45780
O 0.11912 5.47774 -2.14490
H 1.56839 3.56968 -2.98022
H -4.86929 -2.79395 -0.06705
H 0.61819 0.86182 -5.28501
H -1.28360 -1.32590 2.53333
C -0.17578 4.29308 -1.95570
H -0.34731 -0.14672 -4.31832
O -1.99916 1.75000 -3.89355
H -3.07730 -2.80226 -3.06040
H -3.15042 -3.10867 -0.38379
H 0.51898 5.73324 1.62272
C 3.60910 0.39225 2.96119
H -5.03823 1.04222 2.55711
O -5.08281 -0.88784 -1.87349
H 1.26922 2.75658 -1.56247
C -3.97678 1.81501 -0.17613
H -2.05436 3.51478 -1.50590
C 1.48938 5.51471 2.06843
H -5.38499 2.58955 1.80798
O 1.31676 3.12801 0.70787
S -3.11499 2.17488 1.44328
C -0.53572 -1.10538 3.29500
H 1.84011 -1.05973 5.29196
H -4.49900 2.43909 3.43246
H -0.84937 3.77902 2.60543
H 0.12520 3.93103 4.04272
H 2.80962 -0.20786 2.52666
O 4.19072 1.86282 5.17384
C 0.72726 3.17357 -2.41129
H 4.57837 -0.10522 2.99500
H 0.94348 -5.78123 0.86971
H 0.20104 2.41107 -2.98555
H 0.01236 -0.24261 2.91640
H -3.13028 1.55934 -0.81346
H 2.30942 5.74941 1.38979
C -1.23605 3.87800 -0.88418
C 2.82336 -0.62411 5.46959
H 1.83923 -3.54854 -2.19524
H 1.62451 5.99156 3.03922
H 3.27998 -0.30482 -1.21315
H 3.29507 1.44003 -1.49102
H 1.03411 0.29363 0.58303
N 0.88630 -1.13951 -2.28357
C 6.23653 1.51149 -2.00483
H 0.87168 -4.84836 -1.61406
H 0.28587 -1.80557 3.44610
C 1.85209 -4.62672 -2.03569
H 2.93636 -0.47658 6.54363
H -4.72008 1.04455 0.02876
H -0.27417 1.05958 -0.46578
H -0.07639 -1.64049 6.15452
O 5.60282 0.23399 -0.11951
H -1.23309 3.69874 -5.61822
```

Values from the calculation:
net charge = -1
strongest force on any atom = 0.061 hartree/bohr
spin multiplicity = 2
E_HOMO (alpha / beta) = 0.103 / -6.498 eV
<S²> = 0.750
LUMO energy (alpha / beta) = 1.8 / 1.8 eV

***

Record 5
This record from OMol25 describes a molecular structure, C5H13B2Cl4InNO7. The level of theory is ωB97M-V with the def2-TZVPD basis set.

The geometry in XYZ format:
```
33
Properties=species:S:1:pos:R:3
C -2.00058 -3.49389 1.37288
C -0.63295 -3.36146 0.72013
O -3.74621 1.99223 -1.96565
H -2.43467 2.59620 0.24401
O -1.93629 2.68493 -0.57466
H -0.20012 -4.36156 0.58425
B 1.53558 0.28726 -0.12208
Cl 5.91947 5.38197 1.46860
O 0.19318 -2.66862 1.68099
O 2.05977 0.95934 0.97126
Cl 5.09051 2.77056 2.37538
H -0.72819 1.17977 -2.64786
H -2.06386 0.03352 -2.79305
H -1.51581 -2.96909 -1.21409
C -1.53864 0.68746 -2.09932
O 2.44911 0.03822 -1.16185
O -1.69988 0.20331 1.41629
In -0.63681 -0.41252 -0.37906
C -0.67454 -2.63049 -0.61062
B -2.43725 1.79513 -1.53851
H -2.10182 -4.42219 1.93255
H 2.46434 1.77867 0.65936
H 1.09962 -2.71015 1.36637
C 5.48992 3.74118 0.96319
H -2.79736 -3.43433 0.63514
H -3.94913 2.92870 -1.90573
O -3.40672 -0.42928 0.35297
N -2.97602 0.11141 1.35446
H 0.23613 -2.88834 -1.16165
Cl 6.85828 3.01725 0.11157
H 2.12164 0.43939 -1.97137
H -2.13673 -2.65262 2.05082
Cl 4.09604 3.80803 -0.11469
```

Values from the calculation:
net charge = -1
strongest force on any atom = 0.018 hartree/bohr
E_HOMO = -4.404 eV
LUMO energy = 1.9 eV

***

Among the records above, which one has the lowest strongest force on any atom? C5H8O

***

Which formula does entry 5 have? C5H13B2Cl4InNO7

***

Copy entry 2 word for word.
This record from OMol25 describes 5 unconnected molecules or ions with the total composition C7H21NO4 in a non-equilibrium geometry. The level of theory is ωB97M-V with the def2-TZVPD basis set.

The geometry in XYZ format:
```
33
Properties=species:S:1:pos:R:3
H 1.66187 -1.53896 2.44809
H -2.79483 -0.39945 -0.13647
C -2.09889 -1.48081 -3.09553
H -0.39183 3.74760 0.47739
H -2.21246 1.81480 0.46633
O 1.57406 -3.20615 -0.45805
C -2.11135 -0.21993 -0.95299
H 2.13807 -3.94237 -0.20610
C -1.56432 2.11813 -0.33770
C -1.37478 0.87584 -1.19161
C -1.83685 -1.40466 -1.78945
H 0.40700 3.03591 -0.86750
H -1.44030 -2.18065 -1.14434
H 1.45938 -2.36002 -3.00504
H -2.02858 2.89141 -0.98673
H -2.35489 -0.64788 -3.71847
H 1.83444 0.88954 2.91834
H 0.34090 -1.21362 2.09648
H 2.05388 -0.07184 4.07000
N 0.22735 1.97153 2.36441
C -0.18329 2.77213 0.03912
O 0.90310 -2.00235 2.04036
H 2.43412 -2.26516 -1.87547
H 0.19822 2.92446 2.71291
H 1.65567 1.99332 0.92188
H -0.79329 1.00156 -2.09057
H -2.15097 -2.50917 -3.46527
H -0.74430 1.68754 2.44592
C 0.57400 1.81572 0.92128
H 0.49164 0.76335 0.65234
O 2.38544 -2.18343 -2.84667
O 2.37841 0.12549 3.18950
H 1.36337 -2.80187 0.40361
```

Values from the calculation:
energy above the lowest of the compared OMol25 structures with the same formula, charge and spin = 0.6191 eV
strongest force on any atom = 0.052 hartree/bohr
E_HOMO = -9.048 eV
LUMO energy = 0.5 eV
SMILES string = C=C/C=C/CCCN.O.O.O.O